Record 1
Here is a 16-piece molecular cluster, C25H41Cl45FNOP overall in a non-equilibrium geometry from the Open Molecules 2025 dataset. Energies are from ωB97M-V/def2-TZVPD.

Values from the calculation:
HOMO level, eV: -3.51
Electronic energy, eV: -605637.63301
Strongest force on any atom, eV/Å: 4.363
Kohn-Sham gap, eV: 4.5666

Geometry as ORCA input:
```
! wB97M-V def2-TZVPD RIJCOSX def2/J DEFGRID3
* xyz -1 1
C -3.00900 -3.64826 4.63250
C -4.20013 -4.38686 3.97689
C -4.68768 -3.58857 2.74739
F -3.89322 -2.43261 2.49720
P -4.89816 -4.62928 1.11695
C -3.00054 -4.92882 0.94456
C -2.26954 -3.93343 0.00441
C -1.23362 -3.10150 0.78435
C -0.13126 -2.52190 -0.13880
N 0.96927 -1.96727 0.76049
C -6.84516 -4.46721 1.17335
C -7.42105 -3.26870 0.41973
C -7.18195 -1.91134 1.09798
O -7.01897 -3.22554 -0.95719
H -2.19518 -3.49177 3.92177
H -3.36180 -2.70333 5.05520
H -2.57666 -4.23527 5.45620
H -3.85214 -5.36911 3.63135
H -4.97598 -4.53032 4.73383
H -5.67581 -3.18785 3.00874
H -5.02023 -5.88759 1.90113
H -5.08333 -5.42778 -0.09185
H -4.80927 -3.38666 0.36894
H -2.45950 -4.97138 1.90147
H -2.89456 -5.92676 0.49502
H -2.94670 -3.31699 -0.59846
H -1.67439 -4.52897 -0.70948
H -1.67361 -2.24657 1.30351
H -0.71735 -3.76611 1.48454
H 0.33160 -3.29303 -0.75502
H -0.53006 -1.72500 -0.74588
H 0.51640 -1.62596 1.59580
H 1.55679 -2.75741 1.00394
H -7.23534 -4.54069 2.19682
H -7.23183 -5.35531 0.65043
H -8.52305 -3.40965 0.40935
H -7.32693 -1.96687 2.18572
H -7.87723 -1.15321 0.71128
H -6.14560 -1.60774 0.91154
H -7.19943 -2.31956 -1.24091
C 2.09046 -5.98835 0.31412
Cl 3.00099 -7.42083 -0.17880
Cl 0.88680 -6.39844 1.52970
Cl 3.18396 -4.73228 0.91201
H 1.57374 -5.59967 -0.55542
C -0.94738 1.51419 0.95232
Cl -0.42122 -0.09950 0.44470
Cl -1.50457 1.46951 2.63138
Cl 0.34343 2.71179 0.77027
H -1.77715 1.82319 0.32908
C 1.14576 -2.90896 -4.53269
Cl 2.07103 -3.69142 -3.24382
Cl -0.46630 -2.46860 -3.97559
Cl 2.01934 -1.49526 -5.12526
H 1.04040 -3.61389 -5.34754
C 0.11646 6.41335 1.63294
Cl 1.74529 5.84666 1.27678
Cl 0.04966 7.16460 3.23290
Cl -0.43680 7.54309 0.39412
H -0.54678 5.55658 1.63302
C -2.46905 0.94115 6.18820
Cl -0.84840 0.75963 6.86986
Cl -3.29166 -0.61270 6.12010
Cl -3.39886 2.12456 7.11541
H -2.37083 1.31343 5.17814
C 5.36879 -1.49167 -7.90485
Cl 4.29087 -0.16505 -8.34660
Cl 4.59829 -2.54394 -6.71994
Cl 5.85306 -2.40394 -9.33824
H 6.25768 -1.07084 -7.45713
C 5.12150 8.10072 2.27352
Cl 3.43201 7.89730 2.72329
Cl 5.98514 6.56653 2.39382
Cl 5.25338 8.75730 0.63455
H 5.57993 8.80368 2.95686
C 2.84787 1.83702 -2.76384
Cl 1.64109 0.98283 -1.80932
Cl 3.42474 0.88964 -4.14144
Cl 2.19611 3.38585 -3.31988
H 3.69826 2.03967 -2.12566
C -10.09781 -2.09749 4.06574
Cl -9.10653 -3.52552 4.35302
Cl -9.08883 -0.65787 3.92222
Cl -11.08997 -2.30908 2.61937
H -10.75781 -1.96579 4.91295
C 8.63948 7.05827 -0.99340
Cl 7.97473 6.46787 -2.51984
Cl 8.94503 5.71880 0.11086
Cl 10.11661 7.98812 -1.27235
H 7.90648 7.71306 -0.53770
C -3.28756 6.09811 7.37950
Cl -3.69062 7.63228 6.60087
Cl -4.75438 5.26598 7.90376
Cl -2.33831 5.08012 6.30120
H -2.68982 6.31188 8.25591
C 10.86877 4.42514 -4.70126
Cl 12.41273 4.13555 -5.51035
Cl 10.17086 2.90650 -4.13454
Cl 11.06291 5.55912 -3.36667
H 10.18792 4.86242 -5.42024
C -6.91549 -8.60415 -0.57511
Cl -6.04433 -9.36715 0.76070
Cl -8.47592 -7.98452 -0.02068
Cl -5.94910 -7.32216 -1.29800
H -7.10489 -9.35941 -1.32668
C 10.02450 11.48293 -3.80171
Cl 11.57971 11.15328 -4.56931
Cl 9.09734 9.99627 -3.61091
Cl 10.25659 12.27717 -2.24173
H 9.46640 12.15299 -4.44253
C 8.14468 1.69267 -9.24989
Cl 6.82725 1.25217 -10.33840
Cl 7.93743 0.96694 -7.65370
Cl 9.70317 1.23274 -9.93842
H 8.13397 2.76800 -9.12847
*
```

Atom charges from the Mulliken analysis, given in e for atoms 1 to 5: number 1, C, carries -0.329; number 2, C, carries -0.662; number 3, C, carries -0.170; number 4, F, carries -0.392; number 5, P, carries 1.877

Record 2
Here is C5H8O as an isolated structure from the Open Molecules 2025 dataset. Energies are from ωB97M-V/def2-TZVPD.

Values from the calculation:
HOMO level, eV: -7.83
Electronic energy, eV: -7355.73796
Strongest force on any atom, eV/Å: 0.712
Energy above the lowest of the compared OMol25 structures with the same formula, charge and spin, kJ/mol: 628.82
Kohn-Sham gap, eV: 8.5123

Geometry as ORCA input:
```
! wB97M-V def2-TZVPD RIJCOSX def2/J DEFGRID3
* xyz 0 1
C 1.58540 -0.41559 -0.45752
C -0.27712 -0.51763 -0.66037
C -1.11838 -0.97698 0.44752
C -1.12559 0.47085 0.06746
C -0.54064 1.41033 1.06653
O -0.82629 2.58256 1.17106
H 2.08914 -0.61823 0.49969
H 1.99653 -1.04993 -1.24105
H 1.68424 0.64411 -0.67641
H -0.29427 -0.72290 -1.72665
H 0.55186 -1.03359 0.09316
H -1.94207 -1.64401 0.21284
H -1.87755 0.93566 -0.57885
H 0.17341 0.91781 1.76550
*
```

Atom charges from the Mulliken analysis, given in e for atoms 1 to 5: number 1, C, carries -1.220; number 2, C, carries -0.022; number 3, C, carries -0.968; number 4, C, carries 0.086; number 5, C, carries -0.166

> Among the records above, which one has the highest electronic energy?

C5H8O

> The lowest strongest force on any atom belongs to which entry?

C5H8O